(1)
DFT (wB97M-V/def2-TZVPD) results for a cluster of 3 separate species, C3H10O3S in total in a non-equilibrium geometry.

For the orbital gap, the calculation gives 5.87 eV. Its multiplicity is 1. The net charge is -2. The value obtained for the energy above the lowest of the compared OMol25 structures with the same formula, charge and spin is 17.0 kcal/mol. The calculation puts the HOMO energy at 0.0000 Eh.

The geometry in XYZ format:
```
17
Properties=species:S:1:pos:R:3:forces:R:3:mulliken_charge:R:1
H 0.6789 3.6702 0.3721 0.1 -0.2 -0.2 0.126
C -0.1946 -2.4641 0.7249 0.1 0.2 1.0 -0.795
C -1.2265 -1.3315 0.8076 -0.5 0.6 -0.8 -0.261
H 0.1495 -2.4246 -0.3075 0.4 -0.2 0.0 0.231
O 1.9557 1.9821 -2.4008 0.0 -0.5 1.3 -0.724
S -0.4353 -4.1938 1.2904 -0.7 -0.1 -0.2 -0.743
C -0.5950 -0.0888 0.1318 -0.5 -0.3 -0.8 -0.465
H 1.4045 2.2612 -1.5839 0.0 0.7 -0.9 0.406
H -1.6139 -1.1155 1.8056 0.4 0.0 0.2 0.289
H -2.1350 -1.5013 0.2138 0.0 -0.5 0.1 0.222
H -0.6550 1.7966 0.0359 -0.3 0.5 0.1 0.383
O -1.3372 1.1317 0.3024 1.1 -0.5 0.2 -0.537
H 0.5798 -2.1693 1.4441 0.3 0.4 -0.7 0.172
O 0.8330 3.0959 -0.3861 -0.6 -0.1 0.5 -1.131
H 2.6699 1.6293 -1.8474 0.2 -0.1 -0.6 0.275
H -0.5495 -0.2801 -0.9596 -0.2 -0.2 0.2 0.215
H 0.4707 0.0022 0.3566 0.0 0.4 0.7 0.337
```
Positions in Å, forces in eV/Å.


(2)
DFT (wB97M-V/def2-TZVPD) results for a cluster of 3 separate species, C3H10O3S in total in a non-equilibrium geometry.

For the orbital gap, the calculation gives 9.90 eV. Its multiplicity is 1. The value obtained for the energy above the lowest of the compared OMol25 structures with the same formula, charge and spin is 9.5 kcal/mol. The calculation puts the HOMO energy at -0.3412 Eh. As for the SMILES: O=CCCS.O.O.

The geometry in XYZ format:
```
17
Properties=species:S:1:pos:R:3:forces:R:3:mulliken_charge:R:1
H -0.6280 -1.2414 -0.7584 -0.3 0.3 -0.6 0.359
H -2.9561 -0.1934 -1.0169 0.0 0.0 -0.2 0.387
C -1.4124 0.8126 1.1332 -0.8 -1.1 -0.9 -0.079
H -3.7391 -0.6384 -2.2678 -0.2 -0.1 0.0 0.313
H -1.3199 1.1658 2.1669 0.6 0.3 0.0 0.398
H 1.4204 -0.0929 -2.0156 0.2 -0.1 -0.1 0.126
O -2.8784 -0.3368 -1.9778 0.2 0.1 0.3 -0.636
H 3.8166 1.2422 2.6028 -0.7 -0.9 -0.2 0.312
O 3.1964 0.5938 2.1884 0.9 0.9 1.0 -0.611
C 0.1215 -0.6806 -0.2202 -0.6 -0.2 1.8 -0.677
O -2.4990 0.3558 0.8334 0.1 0.2 0.1 -0.546
H 3.0605 0.9919 1.3341 -0.2 -0.1 -0.8 0.302
C -0.2814 0.7587 0.1124 -0.6 0.8 0.2 -0.392
H -0.6832 1.2389 -0.7854 0.1 0.0 0.0 0.347
H 0.1444 -1.2182 0.7371 0.4 0.0 -0.1 0.375
S 1.7323 -0.8184 -0.9313 0.6 0.1 -0.5 -0.222
H 0.5428 1.3749 0.4716 0.2 -0.3 0.0 0.244
```
Positions in Å, forces in eV/Å.


(3)
DFT (wB97M-V/def2-TZVPD) results for a cluster of 3 separate species, C3H10O4 in total in a non-equilibrium geometry.

For the orbital gap, the calculation gives 10.16 eV. Its multiplicity is 1. The value obtained for the energy above the lowest of the compared OMol25 structures with the same formula, charge and spin is 58.5 kcal/mol. The calculation puts the HOMO energy at -0.3638 Eh. As for the SMILES: O=CCCO.O.O.

The geometry in XYZ format:
```
17
Properties=species:S:1:pos:R:3:forces:R:3:mulliken_charge:R:1
O 0.5985 -0.9877 0.3645 1.8 0.6 0.3 -0.458
H -1.4185 -2.2831 -1.3935 0.9 -0.3 -0.8 0.302
O 0.6180 2.4317 1.7795 -0.7 -2.3 -3.4 -0.486
H -0.2932 2.6174 -0.1421 0.2 -0.8 2.1 0.198
C 1.2540 1.2368 -0.3772 2.3 -1.6 1.6 -0.742
H -3.2051 -0.9714 -0.5920 0.0 0.5 0.8 0.329
H 2.2263 -0.0927 1.1082 0.7 0.0 -0.2 0.289
C 1.8240 -0.1832 0.1051 -3.3 1.4 0.8 -0.343
C 0.4093 2.0113 0.6262 0.4 3.9 -0.2 0.245
H 2.0178 1.9741 -0.7537 -0.3 -0.6 0.7 0.368
H -2.9027 -0.4500 0.9099 -0.1 0.1 -0.6 0.320
H 2.4343 -0.6739 -0.6240 0.5 -0.1 -0.3 0.276
O -3.0108 -1.2129 0.3278 0.1 -0.6 -0.3 -0.651
H -0.7626 -2.9036 -2.6732 -0.3 -0.8 -0.6 0.286
O -0.6637 -2.2254 -2.0279 -0.7 1.1 1.4 -0.602
H 0.7038 1.0449 -1.2622 -1.0 -0.2 -0.7 0.420
H -0.0607 -0.6977 -0.2540 -0.4 -0.1 -0.6 0.250
```
Positions in Å, forces in eV/Å.


(4)
DFT (wB97M-V/def2-TZVPD) results for a cluster of 2 separate species, C3H10OP2 in total in a non-equilibrium geometry.

For the orbital gap (spin up / spin down), the calculation gives 6.67 / 8.16 eV. Its multiplicity is 1. The value obtained for the energy above the lowest of the compared OMol25 structures with the same formula, charge and spin is 104.0 kcal/mol. The calculation puts the HOMO energy (spin up / spin down) at -0.2585 / -0.2689 Eh.

The geometry in XYZ format:
```
16
Properties=species:S:1:pos:R:3:forces:R:3:mulliken_charge:R:1
H -1.9916 -2.1967 -0.9192 -1.6 -0.8 -0.2 0.063
C 2.5808 -0.4024 0.9720 -0.1 -2.1 -0.9 -0.634
P -1.6486 0.0857 0.7130 0.3 0.4 0.4 0.064
H -0.7054 -2.4172 0.7890 -0.3 0.4 -1.0 0.064
H 3.1556 0.4175 1.3703 -0.7 1.0 0.2 0.338
H -1.8560 1.5420 -1.1741 0.2 0.6 -0.5 0.240
P -0.8791 -1.6108 -0.4281 1.7 0.3 1.0 -0.193
H -3.2089 1.7769 -0.0804 -1.6 1.3 0.8 0.333
H -3.0735 0.2308 -1.1547 -0.1 1.9 0.6 0.247
H 0.7663 1.0437 -1.4491 0.9 -0.4 1.6 0.368
H 1.7405 -0.8453 1.5740 1.1 0.8 0.0 0.250
H 3.3987 -1.1318 0.8216 -0.8 -0.2 0.1 0.233
O 2.0240 -0.2016 -0.3551 0.5 1.3 1.4 -0.240
H 1.0542 1.7315 0.2978 1.0 -1.5 -0.3 0.379
C 1.2463 0.8873 -0.4239 -2.2 1.4 -1.8 -0.670
C -2.6033 1.0907 -0.5530 1.7 -4.2 -1.4 -0.841
```
Positions in Å, forces in eV/Å.


(5)
DFT (wB97M-V/def2-TZVPD) results for a cluster of 2 separate species, C3H10OS in total in a non-equilibrium geometry.

For the orbital gap, the calculation gives 9.53 eV. Its multiplicity is 1. The value obtained for the energy above the lowest of the compared OMol25 structures with the same formula, charge and spin is 24.8 kcal/mol. The calculation puts the HOMO energy at -0.3159 Eh. As for the SMILES: CSC.CO.

The geometry in XYZ format:
```
15
Properties=species:S:1:pos:R:3:forces:R:3:mulliken_charge:R:1
H 1.6682 -0.9147 1.9885 0.1 0.9 -0.4 0.251
O 2.3288 -1.1534 0.0238 0.6 0.3 0.4 -0.472
H -2.5984 1.4522 0.2762 0.1 -0.6 -0.4 0.299
H -1.2782 2.1856 0.9980 0.8 -0.1 -0.4 0.315
H -2.3123 -1.2145 -0.7727 -0.5 0.3 0.0 0.278
C 2.5971 -0.8875 1.3824 -0.1 -1.5 2.0 -0.594
H 3.1072 -1.7314 1.9212 0.2 0.5 -1.2 0.250
C -1.7462 -0.6182 -1.4772 0.9 -0.2 -0.3 -0.899
H 3.2044 0.0116 1.5553 -0.3 -0.1 -0.1 0.264
S -0.5057 0.3752 -0.5721 -0.5 -0.3 0.4 0.035
H 2.1923 -0.2638 -0.3082 -0.3 -0.1 -0.7 0.275
H -1.1902 -1.3412 -2.0834 0.2 0.1 0.2 0.300
C -1.5618 1.7160 0.0528 -0.7 0.3 -0.4 -0.898
H -1.5893 2.4195 -0.7782 -0.1 0.5 0.4 0.271
H -2.3159 -0.0356 -2.2063 -0.2 0.1 0.5 0.326
```
Positions in Å, forces in eV/Å.


(6)
DFT (wB97M-V/def2-TZVPD) results for a cluster of 2 separate species, C3H10OS2 in total in a non-equilibrium geometry.

For the orbital gap, the calculation gives 8.68 eV. Its multiplicity is 1. The value obtained for the energy above the lowest of the compared OMol25 structures with the same formula, charge and spin is 25.1 kcal/mol. The calculation puts the HOMO energy at -0.3313 Eh. As for the SMILES: CCSSC.O.

The geometry in XYZ format:
```
16
Properties=species:S:1:pos:R:3:forces:R:3:mulliken_charge:R:1
H -3.2471 -0.3780 -2.1976 0.5 0.2 0.1 0.306
H 1.3091 2.2389 1.2675 0.0 -0.9 -0.7 0.312
H 0.1923 3.1859 0.1944 0.2 0.3 0.4 0.308
S -0.9594 1.1484 0.5566 2.5 -0.6 -2.5 -0.053
H -2.1003 -1.1261 -1.3975 0.1 0.6 -0.3 0.318
H 1.0560 -1.8168 -1.2731 -0.4 0.1 -0.6 0.439
H -0.1881 2.6686 1.9222 0.0 1.1 0.0 0.288
H 0.8737 -0.9473 1.5657 -0.2 -0.1 0.0 0.275
C 0.5338 -1.1835 -0.5580 1.0 -1.4 1.1 -0.475
H -0.3807 -1.6817 -0.2340 -0.2 0.0 -0.5 0.275
C 1.4600 -1.2141 0.6829 -1.4 1.3 0.3 -1.096
C 0.2801 2.4280 0.9642 -1.3 -0.1 1.0 -0.816
H 1.8274 -2.2141 0.8932 0.7 0.2 -0.3 0.380
O -3.0110 -1.1605 -1.6975 -0.6 -0.7 0.2 -0.646
H 2.1241 -0.3537 0.5967 0.9 -0.7 0.0 0.303
S 0.2302 0.4059 -1.2861 -1.8 0.7 1.9 -0.117
```
Positions in Å, forces in eV/Å.


(7)
DFT (wB97M-V/def2-TZVPD) results for a cluster of 3 separate species, C3H10OS2 in total in a non-equilibrium geometry.

For the orbital gap, the calculation gives 4.31 eV. Its multiplicity is 1. The value obtained for the energy above the lowest of the compared OMol25 structures with the same formula, charge and spin is 117.5 kcal/mol. The calculation puts the HOMO energy at -0.3064 Eh.

The geometry in XYZ format:
```
16
Properties=species:S:1:pos:R:3:forces:R:3:mulliken_charge:R:1
C 1.6452 -0.0522 0.2319 -0.3 -1.3 0.1 -0.374
H 1.1309 0.1453 2.2963 -0.1 0.2 0.1 0.287
O -1.7397 -1.6674 1.1935 0.1 0.1 -0.7 -0.675
C -1.1394 0.5522 -1.5085 1.0 1.2 0.7 -0.447
H -0.4814 0.0355 -2.2073 0.3 0.7 -0.2 0.271
H 1.1656 1.7096 1.3750 -0.2 0.0 0.4 0.329
H -1.2871 -0.1387 -0.6630 -0.5 -0.6 0.2 0.049
C 0.8842 0.6593 1.3658 0.5 -0.8 -0.7 -1.120
H -2.0871 0.8147 -1.9910 -0.2 -0.4 0.4 0.369
H -0.8851 -1.5352 0.6898 -0.9 -0.4 1.1 0.101
H 1.8846 0.5658 -0.6360 -0.1 0.1 0.0 0.421
H -0.1712 0.4798 1.1506 -0.1 0.5 0.5 0.277
S 0.8436 -1.6014 -0.2678 0.2 0.8 -0.5 -0.142
H 2.5528 -0.5525 0.6043 0.4 0.7 -0.2 0.353
H -1.6318 -1.2405 2.0429 0.1 0.1 0.2 0.333
S -0.5887 2.0381 -0.6313 -0.2 -0.9 -1.5 -0.032
```
Positions in Å, forces in eV/Å.


(8)
DFT (wB97M-V/def2-TZVPD) results for the molecule C3H10OSi in a non-equilibrium geometry.

For the orbital gap, the calculation gives 10.65 eV. Its multiplicity is 1. The value obtained for the energy above the lowest of the compared OMol25 structures with the same formula, charge and spin is 0.0 kcal/mol. The calculation puts the HOMO energy at -0.3568 Eh. As for the SMILES: CO[SiH](C)C.

The geometry in XYZ format:
```
15
Properties=species:S:1:pos:R:3:forces:R:3:mulliken_charge:R:1
H -0.9172 -1.1089 -1.3032 -0.2 -0.5 0.9 0.277
H -2.3133 -0.9703 -0.2592 -1.2 0.7 -0.3 0.340
H 3.1050 -0.4988 0.4518 1.0 -0.5 0.1 0.247
Si -0.4272 0.0406 0.8740 0.7 -1.9 -3.7 0.462
C -0.9505 1.5690 -0.0131 0.7 2.5 -0.9 -0.967
H 2.3971 0.6134 -0.6782 -0.2 -0.3 0.1 0.257
C -1.2852 -1.2439 -0.2551 0.1 -0.4 0.5 -1.057
H -0.6363 -0.2080 2.2216 -0.6 0.2 1.9 -0.179
H -0.6119 1.5948 -1.1062 -0.5 -0.6 1.3 0.276
H -1.4056 -2.2983 0.0891 0.9 0.6 -0.4 0.308
O 1.1730 -0.3101 0.7379 0.0 0.5 0.6 -0.274
H 2.0988 -1.1408 -0.9439 0.3 0.5 0.8 0.250
H -0.4435 2.4992 0.3535 -0.4 -0.6 0.1 0.305
H -2.0295 1.8163 -0.0110 0.5 -0.4 0.1 0.323
C 2.2462 -0.3541 -0.1579 -1.0 0.5 -1.1 -0.567
```
Positions in Å, forces in eV/Å.